(1)
6
Properties=species:S:1:pos:R:3:nbo_charge:R:1 method="wB97M-V/def2-TZVPD" total_charge=0 homo_ev=-13.14 multiplicity=1 energy_ev=-11715.6039 max_force_ev_per_a=3.97 gap_ev=13.958 lumo_energy_ev=0.8 de_lowest_kj_mol=24.03
C -0.28912 -0.40603 0.12543 0.960
C 0.50898 0.86357 -0.17402 0.136
N 1.14695 1.74017 -0.54832 -0.250
F -1.35642 -0.17145 0.87385 -0.287
F 0.58827 -1.11507 0.74803 -0.281
F -0.59866 -0.91118 -1.02496 -0.277

---

(2)
12
Properties=species:S:1:pos:R:3:nbo_charge:R:1 method="wB97M-V/def2-TZVPD" total_charge=0 homo_ev=-9.64 multiplicity=1 energy_ev=-7221.3348 max_force_ev_per_a=4.11 gap_ev=10.543 lumo_energy_ev=0.9 de_lowest_kj_mol=410.66
C 0.27523 0.26557 -0.38671 -0.430
C 0.25420 -0.18172 0.99734 -0.428
C -0.89189 -0.51047 0.08911 -0.251
C -2.15205 0.55012 0.50827 -0.054
N -1.90332 1.45610 1.66092 -0.065
N -1.93423 1.97657 0.57673 -0.076
H 0.26583 1.23109 -0.65132 0.215
H 1.01780 -0.19086 -1.09903 0.214
H 0.92418 -1.07509 1.17501 0.223
H 0.03242 0.54377 1.78093 0.232
H -1.09785 -1.54443 -0.32997 0.240
H -3.13682 0.22327 0.44121 0.180

---

(3)
91
Properties=species:S:1:pos:R:3:lowdin_spin:R:1 method="wB97M-V/def2-TZVPD" total_charge=+1 s_squared=8.79 homo_ev="-9.68 / -9.68" multiplicity=6 energy_ev=-139465.3828 max_force_ev_per_a=3.17 gap_ev="6.199 / 5.126" lumo_energy_ev="-3.5 / -4.6" de_lowest_kj_mol=321.82
Fe 13.75598 15.67228 11.22121 4.119
C 7.71817 14.31715 12.53458 0.004
Si 8.86146 15.00786 13.82070 0.003
C 8.65665 16.89059 13.70215 0.001
C 8.46235 14.29878 15.52383 0.000
C 10.61064 14.45255 13.51111 0.021
C 11.27060 13.62812 14.46213 -0.012
C 12.59217 13.25222 14.25710 0.028
C 13.24571 13.72974 13.13321 -0.013
N 12.64585 14.61512 12.33139 0.120
C 11.25868 14.74868 12.31516 0.025
S 10.45187 15.45421 10.95685 0.195
H 6.73875 14.72956 12.67836 0.000
H 7.59822 13.24356 12.51176 0.000
H 8.13034 14.52632 11.56332 0.003
H 7.61550 17.11585 13.70714 0.000
H 9.04521 17.19128 12.74457 0.001
H 9.18132 17.42346 14.52444 0.000
H 7.47615 14.64876 15.79542 0.000
H 9.14557 14.57864 16.31841 0.000
H 8.34686 13.19643 15.46488 0.000
H 10.84094 13.36559 15.42486 -0.001
H 13.07561 12.55034 14.90320 0.002
H 14.21464 13.36932 12.80070 0.000
N 17.62888 15.38426 11.10922 0.010
C 17.62752 14.49447 10.03500 0.004
C 18.61669 13.98160 9.24846 0.001
C 18.23599 13.14236 8.18841 0.001
C 16.84328 12.73940 8.00704 0.000
C 15.84420 13.21170 8.85449 0.002
C 16.25159 14.16911 9.81294 0.009
N 15.48155 14.81529 10.84046 0.074
C 16.40762 15.43322 11.62920 0.022
C 16.00598 16.24071 12.75869 0.004
C 16.76572 16.86296 13.73408 0.006
S 15.72765 17.74761 14.77015 0.008
C 14.34876 17.25751 13.92683 0.009
N 14.66272 16.47385 12.93666 0.062
H 18.42437 15.80949 11.56019 0.000
H 19.65353 14.30216 9.40486 0.000
H 18.93788 12.72997 7.48829 0.000
H 16.60616 12.02032 7.24290 0.000
H 14.77166 12.99472 8.84217 0.000
H 17.84113 16.75504 13.86224 0.001
H 13.42586 17.71105 14.29128 0.000
N 7.60955 21.01298 9.53346 0.001
C 8.86286 20.63984 10.00404 0.001
C 9.11674 19.56603 10.89067 0.001
C 10.44472 19.29563 11.27660 0.002
C 11.52468 20.02462 10.76855 0.003
C 11.26930 21.10837 9.88283 0.001
C 9.99470 21.43045 9.52022 0.000
S 13.20182 19.36173 10.92377 0.011
O 13.96476 19.97790 9.85099 0.011
O 13.64354 19.45049 12.28454 0.000
N 13.20472 17.68678 10.68168 0.112
C 12.73809 17.13068 9.53783 0.019
N 13.17996 15.83748 9.33128 0.086
C 12.49431 15.08039 8.42483 0.013
C 11.85165 15.77442 7.41176 0.007
C 11.51869 17.08676 7.67566 0.010
N 11.93380 17.76081 8.75782 0.007
H 6.71463 20.56408 9.73344 0.000
H 7.59143 21.70172 8.78740 0.000
H 8.32587 18.95643 11.32163 0.000
H 10.65909 18.58937 12.07461 0.001
H 12.15664 21.62198 9.45061 0.000
H 9.73857 22.15191 8.78288 0.000
H 12.59906 13.96032 8.52802 0.000
H 11.61807 15.27955 6.46679 0.001
H 10.96077 17.71868 7.01637 0.000
C 10.27685 8.59181 9.16361 0.000
N 11.04284 7.83355 10.15878 0.000
C 10.39688 6.57741 10.52891 0.000
C 11.70455 8.57202 11.16638 0.000
S 10.86317 9.53554 12.26511 0.000
N 13.06889 8.57031 11.10052 0.000
C 13.76084 7.91701 9.97657 0.000
C 13.87520 9.25331 12.11208 0.000
H 9.73420 7.87010 8.56476 0.000
H 10.93857 9.15255 8.50671 0.000
H 9.62661 9.32356 9.68419 0.000
H 9.35653 6.76101 10.82416 0.000
H 10.85831 6.14690 11.44320 0.000
H 10.50932 5.80856 9.72201 0.000
H 13.21668 7.03733 9.61482 0.000
H 14.76100 7.53639 10.28243 0.000
H 13.96389 8.69784 9.20686 0.000
H 13.32217 10.08390 12.44391 0.000
H 14.87960 9.47714 11.63854 0.000
H 14.03440 8.57668 13.01776 0.000

---

(4)
30
Properties=species:S:1:pos:R:3:nbo_charge:R:1 method="wB97M-V/def2-TZVPD" total_charge=0 homo_ev=-7.83 multiplicity=1 energy_ev=-14207.2797 max_force_ev_per_a=4.57 gap_ev=8.752 lumo_energy_ev=0.9 de_lowest_kj_mol=295.03
C 0.03476 -1.58513 2.76687 -0.386
C 0.75010 -0.82043 3.87231 -0.624
C -0.74302 -2.83391 3.43041 -0.629
H 0.59677 -2.06850 2.08334 0.195
H -0.69406 -1.00368 2.34611 0.194
H 1.15034 0.14357 3.40078 0.201
H 0.03493 -0.46356 4.60709 0.215
H -0.58551 -3.79546 2.95882 0.204
H -1.78954 -2.73671 3.07438 0.211
H 1.62541 -1.44827 4.10552 0.213
H -0.43847 -2.73050 4.43687 0.208
C -0.96434 0.55293 -4.41171 -0.616
C -0.28260 0.67228 -2.01258 -0.099
C -0.95909 1.29661 -3.06098 -0.076
C -0.04981 1.79001 -1.11583 0.148
C -1.00638 2.69372 -2.93233 -0.046
C 1.17969 -0.59340 -0.60602 -0.227
C 1.20367 0.46047 0.34695 -0.230
C 0.41347 -0.56627 -1.70359 -0.211
C 0.69020 1.67831 0.09838 -0.224
N -0.47370 3.02405 -1.65832 -0.549
H 1.77698 -1.50300 -0.20533 0.216
H 1.81214 0.24867 1.28522 0.215
H 0.51585 -1.28345 -2.49692 0.216
H 0.64605 2.62107 0.79017 0.218
H -0.94853 1.16208 -5.21610 0.210
H -1.88417 -0.05970 -4.69980 0.205
H -1.47360 3.36704 -3.65423 0.219
H 0.01828 3.91721 -1.47363 0.419
H -0.15581 -0.13604 -4.35582 0.209

---

(5)
40
Properties=species:S:1:pos:R:3:nbo_charge:R:1 method="wB97M-V/def2-TZVPD" total_charge=+1 s_squared=2.01 homo_ev="-11.88 / -12.13" multiplicity=3 energy_ev=-66746.4342 max_force_ev_per_a=0.33 gap_ev="9.266 / 7.002" lumo_energy_ev="-2.6 / -5.1" de_lowest_kj_mol=0.00
Pd -0.36957 0.78888 -0.24439 0.815
C 2.47189 2.16741 -0.86683 -0.540
C 1.84914 3.25570 0.00156 -0.562
S 0.03269 3.15459 0.02110 0.428
C -0.38138 3.29379 1.77912 -0.555
C 0.25500 2.25356 2.69054 -0.548
S -0.11365 0.54276 2.18229 0.341
C 1.51721 -0.24719 2.22975 -0.546
C 2.57513 0.33513 1.30420 -0.553
S 2.04225 0.45325 -0.43366 0.338
H 3.55773 2.26335 -0.86664 0.254
H 2.13600 2.26066 -1.90129 0.265
H 2.12156 4.22972 -0.40465 0.265
H 2.22809 3.22075 1.02146 0.223
H -1.47001 3.20674 1.78155 0.269
H -0.13591 4.29792 2.12604 0.257
H -0.12581 2.38391 3.70303 0.263
H 1.33630 2.37222 2.73902 0.223
H 1.31096 -1.28899 1.97877 0.256
H 1.88146 -0.23315 3.25768 0.255
H 3.45612 -0.30562 1.33040 0.262
H 2.89177 1.32204 1.63764 0.226
C -0.83703 -5.03703 -0.99216 -0.639
C -1.22849 -3.60092 -1.18601 0.026
C -1.03714 -2.97496 -2.42245 -0.203
C -1.41707 -1.66612 -2.63077 -0.159
C -1.99950 -0.94333 -1.58724 -0.439
C -2.21898 -1.55665 -0.35290 -0.156
C -1.81970 -2.87536 -0.16030 -0.236
S -2.43465 0.76108 -1.83952 2.375
O -3.55839 0.92762 -2.68859 -0.878
O -1.13502 1.31329 -2.34077 -0.973
O -2.57557 1.24827 -0.43275 -0.981
H 0.04810 -5.28971 -1.57443 0.227
H -1.64365 -5.69527 -1.32072 0.242
H -0.63889 -5.25621 0.05604 0.222
H -0.58541 -3.53298 -3.23336 0.228
H -1.26040 -1.19128 -3.59071 0.245
H -2.72550 -1.01022 0.43209 0.241
H -1.99967 -3.34768 0.79787 0.222

---

(6)
41
Properties=species:S:1:pos:R:3:nbo_charge:R:1 method="wB97M-V/def2-TZVPD" total_charge=+1 homo_ev=-12.94 multiplicity=1 energy_ev=-97984.8599 max_force_ev_per_a=1.11 gap_ev=8.485 lumo_energy_ev=-4.5
C 3.14849 0.66076 1.12566 -0.655
C 2.62346 0.05172 -0.14021 -0.004
C 3.49871 -0.09846 -1.20698 0.097
N 3.07622 -0.64128 -2.36151 -0.413
C 1.83450 -1.08472 -2.53264 0.093
C 0.90474 -0.96614 -1.51619 -0.198
C 1.30296 -0.38092 -0.32272 -0.041
C 0.31050 -0.21920 0.80306 0.776
O 0.22963 -1.03430 1.65319 -0.466
O -0.54900 0.81378 0.68401 -0.499
C -0.00076 2.11513 0.46761 -0.185
C -1.14179 3.10590 0.43878 0.474
O -1.39488 3.72262 -0.53317 -0.458
Br -2.14836 3.34521 2.05042 0.056
H 2.41659 0.63784 1.92394 0.243
H 4.02986 0.14223 1.48477 0.257
H 3.41726 1.69838 0.94808 0.246
H 4.52752 0.21230 -1.16076 0.243
H 3.71807 -0.73605 -3.14818 0.480
H 1.55290 -1.51136 -3.47448 0.265
H -0.10221 -1.31895 -1.64994 0.260
H 0.49209 2.21725 -0.49409 0.207
H 0.66155 2.37936 1.28665 0.216
C -4.18908 0.19522 1.70558 -0.727
C -5.49060 0.58399 2.23238 0.277
N -6.51030 0.89653 2.65088 -0.315
H -3.47698 1.00514 1.86089 0.258
H -3.83576 -0.69595 2.22181 0.248
H -4.26603 -0.01859 0.64100 0.250
C -3.64862 0.13986 5.84825 -0.725
C -2.83521 1.33039 5.63113 0.299
N -2.19942 2.26796 5.45600 -0.350
H -3.52027 -0.21284 6.86930 0.261
H -4.69818 0.37583 5.68106 0.268
H -3.34425 -0.64620 5.15998 0.247
C 2.45337 -3.30919 -7.10984 -0.733
C 2.88011 -2.55701 -5.93947 0.392
N 3.23227 -1.97056 -5.02019 -0.464
H 1.69809 -4.03820 -6.82342 0.269
H 2.03571 -2.62944 -7.84975 0.273
H 3.30712 -3.82804 -7.54087 0.276

---

(7)
16
Properties=species:S:1:pos:R:3:nbo_charge:R:1 method="wB97M-V/def2-TZVPD" total_charge=0 homo_ev=-9.94 multiplicity=1 energy_ev=-10889.2648 max_force_ev_per_a=3.30 gap_ev=10.550 lumo_energy_ev=0.6 de_lowest_kj_mol=127.04
O 0.45717 2.13809 0.51494 -0.589
C 0.14225 1.07206 0.06497 0.787
O 0.79731 0.46054 -0.94278 -0.720
C -1.02273 0.18249 0.72926 -0.136
C -2.24297 0.36520 -0.13676 -0.631
N -0.42074 -1.15360 0.60168 -0.838
H 1.57933 1.00778 -1.37899 0.519
H -1.24836 0.61192 1.73185 0.210
H -2.74946 1.35537 -0.15418 0.238
H -2.14430 0.00083 -1.18623 0.228
H -3.01501 -0.36527 0.31629 0.204
H 0.23614 -1.26464 1.37841 0.372
H -1.11079 -1.89600 0.68420 0.365
H 1.58449 -2.99203 -0.40958 0.467
H 1.52745 -1.37765 -0.61040 0.505
O 2.12383 -2.18908 -0.63815 -0.982

---

(8)
126
Properties=species:S:1:pos:R:3:lowdin_charge:R:1 method="wB97M-V/def2-TZVPD" total_charge=-1 homo_ev=-7.29 multiplicity=1 energy_ev=-107631.2745 max_force_ev_per_a=3.06 gap_ev=9.311 lumo_energy_ev=2.0
P -0.69680 -0.17715 0.30169 0.188
F -0.48935 1.42649 0.40534 -0.151
F -0.64516 -0.29388 1.92442 -0.163
F -2.28572 -0.02004 0.37727 -0.140
F -0.66493 -1.78755 0.20039 -0.146
F -0.67095 -0.09830 -1.30129 -0.141
F 0.95134 -0.26725 0.36999 -0.200
C 3.05147 3.15623 -5.68198 -0.003
C 3.22066 2.72649 -4.24408 -0.550
O 4.33484 2.67125 -3.72172 -0.002
N 2.08610 2.45233 -3.57219 0.030
C 2.13238 2.01420 -2.20148 -0.078
H 3.85664 2.72418 -6.26995 0.078
H 3.11570 4.24153 -5.74331 0.085
H 2.07921 2.85254 -6.06167 0.058
H 1.18824 2.55285 -4.03138 0.083
H 1.90789 2.80257 -1.48803 0.099
H 3.10439 1.56678 -2.02020 0.045
H 1.45198 1.16289 -2.11752 0.067
C -5.45513 1.34969 1.59469 -0.008
C -4.86210 0.96385 2.94835 -0.571
O -5.58644 1.00188 3.92594 0.026
N -3.58161 0.56510 2.88274 0.030
C -2.88350 0.11126 4.08721 -0.054
H -4.72387 1.88336 0.98835 0.055
H -6.37919 1.90265 1.73657 0.074
H -5.77470 0.44825 1.06161 0.080
H -3.08386 0.44549 2.01356 0.081
H -2.59403 -0.93176 3.93380 0.073
H -3.53719 0.15643 4.95048 0.077
H -1.98386 0.69615 4.26991 0.072
C -3.43479 -3.20046 1.08202 -0.001
C -2.76594 -4.40981 0.47553 -0.562
O -3.38150 -5.15668 -0.27659 0.015
N -1.45443 -4.56905 0.73535 0.005
C -0.73690 -5.69869 0.19505 -0.050
H -2.85035 -2.63902 1.80709 0.053
H -4.40182 -3.50559 1.48877 0.091
H -3.75085 -2.50801 0.29677 0.078
H -1.03053 -4.10913 1.52063 0.085
H -1.36651 -6.18845 -0.53554 0.083
H -0.48395 -6.40241 0.99791 0.089
H 0.23178 -5.37850 -0.19103 0.051
C 1.44905 -4.66291 6.02081 0.000
C 0.03853 -4.95601 5.57190 -0.560
O -0.72411 -5.65971 6.20254 0.033
N -0.29009 -4.38438 4.37422 0.022
C -1.59021 -4.64782 3.76874 -0.064
H 1.91984 -5.63812 6.18622 0.086
H 1.49179 -4.18310 6.99832 0.081
H 2.00083 -4.08813 5.28502 0.052
H 0.47713 -4.24941 3.71409 0.074
H -1.79153 -3.84931 3.04713 0.043
H -2.37821 -4.71760 4.50709 0.091
H -1.58529 -5.55931 3.15191 0.090
C -2.62809 4.35439 1.49672 0.006
C -2.42889 5.68081 0.80772 -0.562
O -2.09035 5.73960 -0.34556 0.051
N -2.77082 6.79038 1.51180 -0.007
C -2.72068 8.11277 0.94694 -0.081
H -3.59858 3.90112 1.32356 0.071
H -2.48006 4.51041 2.57773 0.081
H -1.82732 3.63554 1.32414 0.064
H -3.11751 6.65563 2.44395 0.126
H -1.84173 8.18324 0.31355 0.085
H -2.61900 8.83188 1.75993 0.080
H -3.63164 8.35790 0.39992 0.082
C 6.76403 -0.52616 -1.58607 0.011
C 5.38504 -1.04762 -1.26828 -0.524
O 5.14752 -1.71092 -0.26293 0.016
N 4.40276 -0.66013 -2.11391 0.027
C 3.07499 -1.18210 -2.03066 -0.091
H 6.71523 0.25443 -2.34538 0.079
H 7.32853 -1.35685 -2.02496 0.088
H 7.33338 -0.19500 -0.72577 0.083
H 4.58074 0.09781 -2.75372 0.118
H 2.45426 -0.81659 -2.85890 0.091
H 2.43810 -0.87229 -1.19429 0.066
H 3.05462 -2.26417 -2.16531 0.084
C 2.34849 -3.86581 0.21518 0.006
C 2.48534 -3.37249 1.63047 -0.521
O 1.87902 -3.93201 2.54155 0.000
N 3.30196 -2.33050 1.82577 0.039
C 3.36389 -1.66142 3.10981 -0.051
H 2.29598 -4.95495 0.22646 0.080
H 3.19323 -3.55552 -0.40107 0.060
H 1.40337 -3.55444 -0.23111 0.067
H 3.75135 -1.93344 1.00440 0.081
H 4.23030 -1.01689 3.19661 0.083
H 3.40556 -2.42243 3.89070 0.072
H 2.44003 -1.10554 3.29503 0.083
C -1.76918 5.08034 -5.71799 0.003
C -1.20338 3.94687 -4.88568 -0.532
O -0.14074 3.43712 -5.19443 0.026
N -1.96244 3.54440 -3.84462 0.028
C -1.54011 2.65658 -2.76971 -0.044
H -1.64700 4.83151 -6.76899 0.082
H -1.20523 5.99186 -5.52772 0.086
H -2.81931 5.25984 -5.48648 0.071
H -2.88222 3.94088 -3.79343 0.126
H -1.75373 1.61475 -3.00025 0.080
H -2.06127 2.93656 -1.85209 0.083
H -0.50732 2.81870 -2.46767 0.072
C 0.92084 2.58668 3.17033 0.002
C 2.05911 2.86174 2.21719 -0.541
O 2.55953 3.97683 2.14362 0.022
N 2.56113 1.78302 1.56318 0.015
C 3.72634 1.85453 0.76459 -0.080
H -0.01021 2.98037 2.74945 0.063
H 1.08059 3.13816 4.09183 0.082
H 0.70758 1.52894 3.31535 0.062
H 2.03910 0.92838 1.59056 0.086
H 4.59868 1.66312 1.40034 0.089
H 3.84787 2.84721 0.34304 0.089
H 3.68348 1.07499 0.01071 0.061
C -2.45513 -2.68756 -2.86151 -0.103
C -0.97083 -2.46197 -3.10017 -0.180
O -0.59836 -3.27218 -4.21303 -0.181
S -1.86518 -3.56710 -5.14505 0.564
O -2.03693 -4.96843 -5.19394 -0.222
O -1.79355 -2.82932 -6.34505 -0.223
O -2.95500 -2.89544 -4.22364 -0.195
H -2.95261 -1.79327 -2.50590 0.131
H -2.70448 -3.58460 -2.29315 0.121
H -0.29267 -2.52181 -2.25379 0.114
H -0.85473 -1.40723 -3.39126 0.119